DFT (ωB97M-V/def2-TZVPD) results for C3H7NO2 as an isolated structure at a distorted geometry.

As for the HOMO energy: -9.493 eV. For the frontier orbital gap, the calculation gives 9.86 eV. As for the relative energy (zero: lowest compared OMol25 entry of this formula, charge and spin): 5.441 eV.

Each line ends with the Löwdin charge.
Atoms and positions in Å:
1 C 0.496 -0.854 1.241  -0.0268
2 C 0.197 -0.138 -0.046  -0.4146
3 N 1.199 0.147 -0.836  0.0371
4 O 1.045 1.422 -1.318  -0.0353
5 C -1.205 0.474 -0.145  -0.2615
6 O -1.768 -0.643 -0.782  -0.1277
7 H 1.375 -1.496 1.186  0.0833
8 H 0.708 -0.053 1.970  0.0997
9 H -0.362 -1.424 1.596  0.0866
10 H 1.760 1.517 -1.960  0.1049
11 H -1.248 1.384 -0.752  0.1060
12 H -1.619 0.684 0.850  0.1168
13 H -0.578 -1.021 -1.003  0.2317

Force components x, y, z for each atom (eV/Å):
C -0.09 -0.59 -0.14
C 1.14 1.98 1.02
N -0.46 -0.13 1.51
O -0.06 0.23 -1.14
C 1.00 0.77 0.46
O 3.50 -1.72 -1.09
H -0.05 0.04 -0.09
H -0.08 -0.25 -0.23
H 0.03 0.00 -0.03
H -0.11 -0.04 -0.01
H -0.01 -0.15 0.06
H -0.11 -0.15 -0.15
H -4.69 0.00 -0.17

***

DFT (ωB97M-V/def2-TZVPD) results for C7H16N7O as an isolated structure at a distorted geometry.

As for the HOMO energy (alpha / beta): -11.427 / -11.428 eV. As for the net charge: +1. For the frontier orbital gap (alpha / beta), the calculation gives 7.99 / 7.99 eV. As for the relative energy (zero: lowest compared OMol25 entry of this formula, charge and spin): 2.444 eV.

Each line ends with the Löwdin charge.
Atoms and positions in Å:
1 C 2.222 -1.485 -0.224  -0.0622
2 C 1.728 -0.195 -0.347  -0.3151
3 C -0.464 -0.776 -0.978  -0.0285
4 C -0.076 1.223 0.163  -0.2281
5 C -1.897 2.127 -1.500  -0.0288
6 C -2.250 -2.317 0.029  -0.1043
7 C 0.717 1.792 1.278  -0.0961
8 N 3.525 -1.331 -0.213  0.0816
9 N 2.727 0.663 -0.450  0.1430
10 N 3.814 -0.075 -0.432  -0.0154
11 N -1.228 -0.922 1.562  0.0428
12 N 0.381 0.173 -0.504  -0.0002
13 N -1.152 1.993 -0.189  0.0365
14 N -1.112 -1.669 0.513  -0.3201
15 O 1.327 0.629 1.929  -0.0502
16 H 1.795 -2.391 0.017  0.0925
17 H -1.329 -0.405 -1.433  0.0658
18 H 0.113 -1.528 -1.754  0.1912
19 H -2.517 1.271 -1.782  0.0720
20 H -2.541 3.035 -1.430  0.0982
21 H -1.052 2.487 -2.216  0.1306
22 H -2.058 -2.769 -1.039  0.1361
23 H -2.758 -2.978 0.794  0.1153
24 H -3.161 -1.572 -0.068  0.1298
25 H -0.022 2.266 1.936  0.1474
26 H 1.329 2.523 0.892  0.1093
27 H 4.755 0.329 -0.596  0.1976
28 H -0.390 -0.684 2.091  0.0423
29 H -1.740 2.177 0.630  0.1529
30 H -0.373 -2.440 0.559  0.1729
31 H 1.689 0.848 2.760  0.0911

Force components x, y, z for each atom (eV/Å):
C 1.41 2.46 0.28
C 0.84 -0.05 -0.62
C 1.25 -3.87 -2.48
C -1.55 0.93 -0.21
C 2.31 1.62 0.02
C -5.41 -0.33 -2.00
C -1.65 -3.04 2.09
N 2.53 -1.86 -0.59
N -0.75 1.24 -1.25
N -1.31 -0.17 0.75
N -1.47 2.16 0.99
N 0.63 1.29 0.68
N -1.09 -0.76 0.08
N 4.63 -1.09 -0.60
O -0.98 1.21 -1.50
H -0.80 -1.72 0.17
H -1.34 0.44 -0.35
H -1.55 1.83 2.13
H 0.45 0.08 -0.15
H 0.40 -0.85 0.31
H -1.77 -1.30 0.64
H -0.36 0.54 2.38
H 1.36 0.06 -0.92
H 2.10 -0.88 -0.16
H 0.26 -0.01 0.09
H 2.04 1.49 -0.60
H -1.02 -0.71 0.44
H 0.35 -0.89 -0.69
H 0.48 0.29 -0.44
H -0.66 1.18 0.02
H 0.68 0.70 1.50

***

DFT (ωB97M-V/def2-TZVPD) results for one molecule with the formula C5H8O.

As for the HOMO energy: -8.506 eV. For the frontier orbital gap, the calculation gives 9.17 eV. As for the relative energy (zero: lowest compared OMol25 entry of this formula, charge and spin): 4.577 eV.

Each line ends with the Löwdin charge.
Atoms and positions in Å:
1 C -0.652 -1.351 0.259  -0.1101
2 C 0.309 -0.947 1.344  -0.1132
3 C -0.078 0.032 0.286  -0.3106
4 C 0.834 0.575 -0.803  -0.1274
5 O 0.554 2.005 -0.865  -0.1823
6 C -0.684 2.389 -0.982  0.0377
7 H -0.284 -2.035 -0.502  0.1050
8 H -1.705 -1.471 0.494  0.1015
9 H -0.098 -0.743 2.330  0.1023
10 H 1.311 -1.363 1.340  0.1028
11 H 1.905 0.475 -0.595  0.1290
12 H 0.623 0.164 -1.798  0.1283
13 H -0.736 0.812 0.662  0.1195
14 H -1.302 1.459 -1.171  0.0176

Force components x, y, z for each atom (eV/Å):
C -0.11 -0.14 -0.03
C 0.16 -0.09 0.22
C 0.00 -0.01 0.04
C -0.15 -0.12 0.07
O -0.34 0.35 -0.01
C 0.37 0.02 -0.53
H -0.02 0.17 0.12
H 0.18 -0.02 0.02
H 0.14 -0.15 -0.11
H -0.10 -0.03 -0.05
H -0.27 0.04 0.04
H -0.02 -0.02 0.24
H 0.03 -0.31 -0.07
H 0.13 0.31 0.06